Entry 1:
Below is a cluster of 2 separate species, C3H10O in total at a distorted geometry, with properties calculated with ωB97M-V with the def2-TZVPD basis set.

Output
M (g/mol): 62.11
E_HOMO (eV): -10.1
Relative energy (zero: lowest compared OMol25 entry of this formula, charge and spin) (kJ/mol): 118.2
LUMO level (eV): 0.9

Structure (ORCA input):
```
! RIJCOSX wB97M-V def2-TZVPD def2/J DEFGRID3
* xyz 0 1
C 1.68 -0.06 0.32
C 1.85 -0.48 -1.20
H 2.54 -0.45 0.85
H 1.76 1.01 0.46
H 0.78 -0.52 0.83
H 2.90 -0.27 -1.45
H 1.49 -1.53 -1.29
H 1.28 0.12 -1.87
C -2.62 0.51 0.85
O -1.94 -0.28 -0.10
H -2.17 0.23 1.86
H -3.68 -0.05 0.82
H -2.54 1.58 0.60
H -1.33 0.19 -0.68
*
```

***

Entry 2:
Below is a cluster of 2 separate species, C6H15N3PS in total at a distorted geometry, with properties calculated with ωB97M-V with the def2-TZVPD basis set.

Output
M (g/mol): 192.25
E_HOMO (eV): -12.4
LUMO level (eV): -3.6

Structure (ORCA input):
```
! RIJCOSX wB97M-V def2-TZVPD def2/J DEFGRID3
* xyz 1 1
S -3.50 -1.21 2.62
P -1.68 -1.64 2.11
C -1.51 -1.55 0.25
C -1.59 -0.11 -0.27
N -0.30 0.55 -0.44
C 0.85 -0.20 0.04
C 0.87 -1.51 -0.68
N -0.33 -2.34 -0.30
H -0.68 -0.82 2.67
H -1.38 -2.99 2.37
H -2.41 -2.06 -0.08
H -2.13 -0.13 -1.21
H -2.20 0.42 0.45
H -0.32 1.48 -0.05
H 0.84 -0.33 1.12
H 1.75 0.34 -0.24
H 1.78 -2.05 -0.45
H 0.83 -1.35 -1.75
H -0.63 -2.92 -1.09
H -0.04 -3.00 0.42
C 2.24 3.55 -1.31
C 1.43 3.61 -0.10
N 0.78 3.62 0.85
H 3.09 2.90 -1.18
H 1.64 3.19 -2.15
H 2.61 4.54 -1.57
*
```

***

Entry 3:
Below is a cluster of 4 separate species, C4H17N2O4S in total at a distorted geometry, with properties calculated with ωB97M-V with the def2-TZVPD basis set.

Output
M (g/mol): 189.26
E_HOMO (eV): -12.0
Relative energy (zero: lowest compared OMol25 entry of this formula, charge and spin) (kJ/mol): 179.4
LUMO level (eV): -2.9

Structure (ORCA input):
```
! RIJCOSX wB97M-V def2-TZVPD def2/J DEFGRID3
* xyz 1 1
O -1.35 -1.49 -0.44
C -0.53 -0.62 -0.80
N -0.67 -0.17 -2.06
C -0.11 1.09 -2.57
C -0.69 2.34 -1.87
S -2.48 2.45 -2.16
C 0.70 -0.25 0.17
N 0.63 -1.16 1.43
H -1.67 -0.44 -2.49
H 1.03 1.09 -2.30
H -0.21 1.12 -3.73
H -0.29 2.45 -0.89
H -0.20 3.14 -2.54
H -3.19 2.75 -1.06
H 0.64 0.73 0.46
H 1.59 -0.44 -0.49
H -0.05 -0.62 2.07
H 0.23 -2.08 1.03
H 1.63 -1.30 1.69
H 4.25 -0.67 -0.12
H 3.95 0.78 0.22
O 3.52 -0.08 -0.11
H -0.38 0.26 4.21
H -1.38 -0.51 3.29
O -0.73 0.20 3.30
H -1.65 -3.43 2.44
H -1.43 -2.39 1.25
O -1.15 -2.75 2.08
*
```

***

Entry 4:
Below is the molecule C4H9N2O2 at a distorted geometry, with properties calculated with ωB97M-V with the def2-TZVPD basis set.

Output
M (g/mol): 117.13
E_HOMO (alpha / beta) (eV): -10.1 / -9.7
Relative energy (zero: lowest compared OMol25 entry of this formula, charge and spin) (kJ/mol): 137.6
LUMO level (alpha / beta) (eV): 0.5 / -3.3

Structure (ORCA input):
```
! RIJCOSX wB97M-V def2-TZVPD def2/J DEFGRID3
* xyz 0 2
C 0.08 1.16 0.56
N -0.47 2.46 -0.06
C -0.36 -0.20 -0.09
C 0.33 -0.07 -1.64
N 0.40 -1.17 0.72
C -0.12 -2.34 1.39
O 0.84 -3.01 1.65
O -1.35 -2.51 1.44
H -0.15 1.18 1.66
H 1.22 1.25 0.36
H -0.10 2.68 -0.94
H -1.50 2.42 -0.11
H -1.35 -0.61 -0.04
H -0.06 0.92 -1.92
H -0.15 -0.91 -2.25
H 1.38 -0.22 -1.38
H 1.35 -1.02 0.66
*
```

***

Entry 5:
Below is a structure of composition FK2Li2 at a distorted geometry, with properties calculated with ωB97M-V with the def2-TZVPD basis set.

Output
M (g/mol): 111.08
E_HOMO (alpha / beta) (eV): -11.6 / -20.3
LUMO level (alpha / beta) (eV): -7.0 / -7.2

Structure (ORCA input):
```
! RIJCOSX wB97M-V def2-TZVPD def2/J DEFGRID3
* xyz 2 2
Li -1.81 -0.46 0.71
Li 0.09 -1.06 -1.39
K -1.14 2.35 -0.76
K 2.68 -0.95 1.30
F 0.18 0.12 0.14
*
```

***

Entry 6:
Below is a structure of composition C3H10N7O5ReS at a distorted geometry, with properties calculated with ωB97M-V with the def2-TZVPD basis set.

Output
M (g/mol): 442.43
E_HOMO (alpha / beta) (eV): -11.9 / -12.6
Relative energy (zero: lowest compared OMol25 entry of this formula, charge and spin) (kJ/mol): 332.4
LUMO level (alpha / beta) (eV): -5.1 / -4.9

Structure (ORCA input):
```
! RIJCOSX wB97M-V def2-TZVPD def2/J DEFGRID3
* xyz 1 2
Re 1.21 -0.41 -0.90
N 2.49 0.46 4.13
N 1.63 0.14 3.10
N 0.70 -0.79 3.25
C 0.40 -1.10 2.02
N 1.16 -0.39 1.16
N 1.96 0.37 1.87
H 1.93 0.52 4.98
H 2.89 1.38 3.93
H -0.34 -1.83 1.73
O 2.87 -0.50 -0.92
C -0.55 2.36 -2.76
S -0.28 2.32 -1.01
O -1.28 1.44 -0.46
O -0.37 3.66 -0.54
O 1.14 1.71 -0.91
H -1.55 2.75 -2.93
H -0.46 1.35 -3.18
H 0.19 3.01 -3.22
N -0.86 -2.85 -1.25
C -1.46 -1.66 -1.11
N -2.79 -1.60 -1.13
O -0.81 -0.58 -0.98
H -1.39 -3.70 -1.36
H 0.15 -2.91 -1.24
H -3.36 -2.43 -1.24
H -3.24 -0.71 -1.03
*
```

***

Q: The lowest M belongs to which entry?
A: C3H10O

***

Q: What is the M in the sixth record?
A: 442.43 g/mol

***

Q: Among the records above, which one has the lowest M?
A: C3H10O

***

Q: Number 4 is which compound?
A: C4H9N2O2